Entry 1:
{
  "formula": "C10H18P2",
  "method": "ωB97M-V with the def2-TZVPD basis set",
  "s_squared": 2.010,
  "orbital_gap_ha": [0.2113, 0.1812],
  "multiplicity": 3,
  "elements": ["C", "C", "C", "C", "C", "C", "C", "C", "C", "C", "P", "P", "H", "H", "H", "H", "H", "H", "H", "H", "H", "H", "H", "H", "H", "H", "H", "H", "H", "H"],
  "positions_angstrom": [[-0.43367, -0.76141, 0.03635], [-0.51053, 0.44190, -0.00017], [-1.16137, -2.73665, -0.78921], [0.32168, -2.57484, 1.40752], [1.41735, -2.24023, -0.78930], [-2.11103, 2.19297, 0.38188], [-0.25130, 2.49995, -1.22758], [0.27244, 2.43837, 1.15208], [-0.01264, -2.10965, -0.00993], [-0.66298, 1.85844, 0.04318], [3.66635, 1.00774, -1.34747], [4.27672, 0.52245, 0.36506], [-1.03396, -3.79160, -0.93210], [-2.08915, -2.66185, -0.30282], [-1.34296, -2.38346, -1.83965], [0.48347, -3.60206, 1.53674], [-0.49602, -2.38073, 2.08286], [1.09191, -1.86428, 1.90317], [1.92638, -3.10547, -0.99653], [2.04591, -1.63131, -0.24687], [1.41787, -1.60376, -1.67619], [-2.87730, 1.79710, -0.20740], [-2.44853, 1.80525, 1.33335], [-2.36809, 3.19146, 0.52038], [-0.39853, 3.61517, -1.25736], [-0.96475, 2.27994, -1.93883], [0.71398, 2.07965, -1.34815], [1.37915, 2.18879, 0.86076], [0.00012, 1.99373, 2.10581], [0.14949, 3.53438, 1.18042]],
  "atomic_forces_ev_per_a": [[1.2, 3.0, 0.0], [-0.1, -1.8, 0.0], [0.4, -1.5, -1.5], [-0.5, 2.5, 1.4], [-3.2, 3.2, -0.5], [0.0, -1.0, 1.7], [-0.4, 1.8, 0.5], [1.2, -0.4, -0.9], [1.9, -1.7, -1.4], [-0.8, 1.9, 2.0], [-0.8, 0.6, -2.2], [0.8, -0.6, 2.2], [0.4, -0.9, 0.0], [-1.2, 0.4, 0.9], [0.7, 0.3, 1.1], [1.0, -1.5, -0.2], [-0.9, 0.1, 0.1], [-0.6, -1.5, -1.2], [0.4, -2.7, -0.2], [1.6, 1.1, 1.9], [-0.6, -0.4, -0.6], [-0.7, -0.8, -1.9], [0.6, -0.6, 0.7], [0.3, 2.3, -0.3], [1.1, -0.8, 0.7], [-1.0, -1.4, -2.2], [1.2, 0.4, -1.3], [-2.0, 0.4, 0.8], [0.3, 0.1, 0.2], [0.1, -0.4, 0.1]],
  "mulliken_spin": [0.01, 0.02, 0.00, 0.00, -0.01, 0.00, -0.04, 0.00, -0.01, -0.01, 0.99, 1.00, 0.00, 0.00, 0.00, 0.00, 0.00, 0.01, 0.00, 0.01, -0.01, 0.00, 0.00, 0.00, 0.00, 0.00, 0.03, 0.00, 0.00, 0.00]
}

---

Entry 2:
{
  "formula": "C34H82N6O6",
  "method": "ωB97M-V with the def2-TZVPD basis set",
  "orbital_gap_ha": 0.3127,
  "e_above_lowest_kcal_mol": 28.4,
  "multiplicity": 1,
  "smiles": "CC1(C)CCCC(C)(C)N1O.CC1(C)CCCC(C)(C)N1O.COC[C@H](C)N.COC[C@H](C)N.COC[C@H](C)N.COC[C@H](C)N",
  "elements": ["C", "C", "C", "C", "C", "C", "C", "C", "C", "N", "O", "H", "H", "H", "H", "H", "H", "H", "H", "H", "H", "H", "H", "H", "H", "H", "H", "H", "H", "H", "C", "C", "C", "C", "C", "C", "C", "C", "C", "N", "O", "H", "H", "H", "H", "H", "H", "H", "H", "H", "H", "H", "H", "H", "H", "H", "H", "H", "H", "H", "C", "O", "C", "C", "C", "N", "H", "H", "H", "H", "H", "H", "H", "H", "H", "H", "H", "C", "O", "C", "C", "C", "N", "H", "H", "H", "H", "H", "H", "H", "H", "H", "H", "H", "C", "O", "C", "C", "C", "N", "H", "H", "H", "H", "H", "H", "H", "H", "H", "H", "H", "C", "O", "C", "C", "C", "N", "H", "H", "H", "H", "H", "H", "H", "H", "H", "H", "H"],
  "positions_angstrom": [[0.28924, 2.51476, 2.23250], [-0.50302, 3.81687, 2.29492], [-0.87603, 4.08069, 3.74633], [0.38258, 4.99022, 1.78727], [0.23971, 5.25297, 0.30382], [-1.22431, 5.29004, -0.12477], [-1.97739, 4.00836, 0.16655], [-3.48044, 4.30463, -0.11189], [-1.52419, 2.84677, -0.74805], [-1.80191, 3.71822, 1.58509], [-2.54735, 2.58852, 1.98117], [0.69490, 2.28927, 1.24024], [1.20505, 2.61139, 2.82709], [-0.17168, 1.56770, 2.52133], [0.01538, 4.18208, 4.37172], [-1.49633, 4.97381, 3.86827], [-1.50510, 3.31438, 4.20547], [-0.05214, 5.86473, 2.29483], [1.41430, 5.04968, 2.13386], [0.62107, 6.25264, 0.07548], [0.83442, 4.49384, -0.21147], [-1.33230, 5.70934, -1.12067], [-1.72282, 5.93267, 0.61513], [-3.79280, 5.06134, 0.61134], [-4.06966, 3.42164, 0.13120], [-3.55420, 4.65710, -1.13636], [-2.15231, 1.94760, -0.65029], [-0.60210, 2.34815, -0.44445], [-1.63117, 3.13370, -1.79366], [-3.28716, 3.06428, 2.40517], [-1.59772, -3.78486, 0.74767], [-1.04139, -2.66916, 1.67286], [-2.07607, -2.09537, 2.60372], [0.08576, -3.26405, 2.52633], [1.37092, -3.61658, 1.75223], [1.84598, -2.33001, 1.11107], [0.86698, -1.60465, 0.21414], [1.36753, -0.16212, -0.01781], [0.76639, -2.31403, -1.13617], [-0.45096, -1.57846, 0.87859], [-1.39528, -0.72620, 0.27973], [-2.43787, -4.30722, 1.22076], [-2.07550, -3.43189, -0.16766], [-0.80827, -4.50374, 0.54636], [-2.84100, -1.49926, 2.11626], [-2.51001, -2.89692, 3.20426], [-1.61552, -1.38913, 3.30275], [0.42493, -2.60062, 3.32535], [-0.35328, -4.16049, 2.97829], [2.07907, -4.05501, 2.45169], [1.11531, -4.35479, 0.99035], [2.70074, -2.60161, 0.47536], [2.29396, -1.66286, 1.85402], [2.15195, -0.19658, -0.76906], [1.64157, 0.31328, 0.92067], [0.50359, 0.35579, -0.43751], [0.73344, -3.39370, -0.97447], [1.48898, -2.01854, -1.89879], [-0.18784, -2.09958, -1.63391], [-1.40735, 0.06164, 0.84260], [4.04582, -7.79967, -3.97196], [3.27527, -6.62810, -3.82380], [3.79270, -5.61419, -2.99940], [3.82559, -5.97943, -1.51060], [2.42830, -6.29323, -1.04921], [4.40131, -4.87278, -0.72717], [4.21658, -8.24786, -2.98903], [4.95282, -7.65980, -4.56353], [3.41659, -8.51499, -4.50360], [4.78221, -5.28194, -3.34678], [3.20338, -4.71364, -3.18598], [4.47423, -6.85167, -1.37360], [2.47633, -6.69820, -0.03838], [1.98742, -7.00364, -1.75348], [1.79630, -5.40580, -1.11302], [4.98885, -5.25461, 0.00716], [5.06124, -4.31675, -1.26578], [-4.84409, 4.80401, 3.81908], [-4.72168, 3.40613, 3.63823], [-5.91159, 2.68273, 3.82291], [-5.76747, 1.18111, 3.71528], [-4.89310, 0.56066, 4.76520], [-5.32724, 0.82896, 2.35280], [-5.89665, 5.11457, 3.78939], [-4.21097, 5.38712, 3.16127], [-4.65753, 4.99919, 4.88565], [-6.45263, 2.93620, 4.74213], [-6.64669, 2.94669, 3.04878], [-6.77704, 0.75309, 3.70603], [-5.00039, -0.52680, 4.74029], [-4.98773, 1.01396, 5.75180], [-3.84887, 0.67621, 4.44873], [-4.63326, 1.50395, 2.03908], [-4.84433, -0.05236, 2.26389], [-3.16260, -2.74003, -3.36461], [-2.42192, -2.44562, -4.56157], [-1.69997, -3.53889, -5.09090], [-0.38343, -3.81074, -4.43071], [0.82601, -3.04430, -4.96519], [-0.11517, -5.26837, -4.35311], [-3.51300, -3.77432, -3.33120], [-3.94009, -1.98595, -3.35006], [-2.44432, -2.65236, -2.54261], [-2.29871, -4.45806, -5.09630], [-1.60482, -3.32464, -6.16289], [-0.40832, -3.44318, -3.39372], [1.02144, -2.99665, -6.03932], [1.78963, -3.37253, -4.56095], [0.73716, -2.02362, -4.58103], [-0.14995, -5.71993, -3.44751], [0.86973, -5.35292, -4.58940], [4.20678, 2.28619, 0.20453], [4.58015, 3.11311, -0.87463], [3.98621, 4.38477, -0.68708], [4.36682, 5.38005, -1.75758], [5.87297, 5.45449, -1.88570], [3.87641, 6.70233, -1.38771], [4.98421, 1.57179, 0.47174], [3.29514, 1.73735, -0.05220], [3.92568, 2.84159, 1.10606], [2.90464, 4.35670, -0.51030], [4.34919, 4.79024, 0.26873], [3.97262, 5.11827, -2.74884], [6.30232, 5.70782, -0.91181], [6.14220, 6.05907, -2.74937], [6.30708, 4.45709, -2.00026], [2.89084, 6.75057, -1.18300], [4.20019, 7.46085, -1.96064]],
  "atomic_forces_ev_per_a": [[1.4, -0.6, -0.6], [0.0, -1.1, 0.3], [-0.2, 0.2, 0.9], [-1.9, 1.2, 0.4], [0.2, 0.0, -0.2], [0.3, 0.0, 1.6], [-0.1, -1.2, -1.0], [1.0, -0.4, 1.1], [-0.8, -1.0, 0.5], [0.3, 1.7, -0.3], [0.0, 0.4, 0.1], [-0.2, 0.4, -0.2], [-0.2, 0.0, 0.2], [-0.6, 0.4, 0.3], [0.0, 0.1, -0.1], [0.3, 0.3, -0.3], [0.3, -0.4, -0.3], [0.0, 0.1, -0.1], [0.1, -0.9, 0.0], [0.5, -0.2, 0.0], [-0.2, 0.1, -0.5], [-0.3, -0.3, -0.2], [0.2, 0.7, -0.4], [-0.1, 0.3, -0.3], [-0.1, -0.1, -0.6], [-0.5, -0.1, 0.0], [-0.6, 0.5, 0.1], [0.6, 0.9, -0.5], [0.6, 0.0, -0.1], [0.0, -0.9, 0.3], [-0.9, 0.0, 0.6], [0.9, 0.3, -1.4], [-0.2, 0.5, 0.7], [0.3, -0.8, 0.1], [-1.7, 0.4, 0.1], [1.8, -0.6, -0.3], [-0.7, 0.2, -0.1], [-1.2, -0.8, -0.1], [-1.0, -0.3, -0.7], [0.8, 0.9, 1.5], [-0.1, -0.3, -0.4], [0.3, -0.2, 0.3], [0.5, 0.4, -0.1], [-0.2, -0.1, -0.3], [-0.3, -0.4, -0.3], [-0.2, 0.1, -0.1], [0.2, -0.1, 0.0], [-0.5, 0.2, 0.1], [0.2, 0.0, 0.2], [0.3, 0.1, -0.2], [0.4, -0.1, 0.0], [0.0, 0.1, -0.1], [-0.4, 0.1, 0.2], [0.3, 0.3, 0.2], [0.3, 0.0, 0.0], [0.3, 0.3, -0.2], [0.4, 0.0, -0.2], [0.5, -0.3, 0.4], [-0.1, 0.3, 0.3], [-0.1, -0.1, -0.1], [-0.7, -0.3, 0.3], [-0.4, 0.3, -0.4], [0.8, 0.4, -0.1], [0.4, 0.5, -0.4], [-0.1, -0.3, -0.2], [0.3, 0.2, 0.1], [0.5, 0.0, -0.1], [0.2, 0.2, 0.3], [0.0, 0.1, -0.1], [0.3, -0.4, 0.1], [-0.5, -0.2, 0.3], [-0.2, -0.2, -0.2], [-0.4, 0.0, 0.0], [0.0, -0.3, 0.3], [0.1, 0.1, 0.3], [-0.3, 0.0, 0.2], [-0.2, -0.1, -0.2], [-1.2, -0.1, 1.8], [0.6, -0.3, -0.5], [-1.6, 0.0, -0.6], [0.1, -0.6, -1.0], [1.1, -0.3, -0.2], [0.5, 1.0, -0.6], [0.1, 0.0, -0.9], [0.1, -0.2, -0.1], [0.7, 0.3, -0.2], [0.5, 0.0, 0.4], [0.2, 0.2, -0.2], [-0.1, 0.4, 0.8], [-0.4, 0.1, 0.5], [-0.2, -0.4, 0.1], [0.0, 0.4, 0.2], [-0.1, -0.1, 0.0], [-0.2, -0.4, 0.4], [1.6, 0.2, -0.5], [-0.4, -0.4, 0.0], [-0.9, 0.1, -1.0], [1.2, -0.6, 1.8], [0.5, 0.7, 0.0], [1.1, 0.0, -1.0], [-0.4, 0.1, -0.3], [-0.2, -0.2, 0.5], [-0.4, 0.3, 0.4], [0.0, 0.0, 0.5], [0.4, 0.1, 0.1], [-0.6, 0.0, -0.1], [-0.6, -0.2, -0.1], [-0.3, -0.4, 0.3], [-0.1, 0.1, -0.4], [-0.5, 0.5, 0.3], [-0.1, -0.5, -0.2], [-0.8, -0.5, 0.1], [-0.3, 0.4, 0.2], [0.2, 0.6, 0.8], [0.2, 0.4, -0.8], [0.3, -1.1, 0.4], [0.0, -0.2, 1.0], [0.2, 0.1, -0.3], [0.1, -0.2, -0.1], [0.4, 0.2, 0.0], [-0.2, -0.4, -0.5], [0.2, 0.2, 0.0], [-0.1, -0.5, 0.2], [0.0, 0.9, -0.3], [0.4, 0.3, 0.4], [-0.3, 0.0, -0.6], [-0.1, 0.1, -0.3], [-0.1, 0.0, -0.2]],
  "mulliken_charge": [-1.74, 1.90, -1.81, -1.55, -0.13, -1.43, 1.54, -1.93, -1.76, 0.39, 0.58, 0.05, 0.56, 0.22, 0.35, 0.44, 0.24, 0.49, 0.34, 0.37, -0.09, 0.47, 0.38, 0.35, 0.26, 0.48, 0.31, 0.11, 0.50, 0.21, -1.42, 1.85, -2.63, -1.52, 0.02, -1.28, 1.70, -2.62, -1.83, 1.15, -0.29, 0.53, -0.07, 0.35, 0.53, 0.49, 0.39, 0.31, 0.52, 0.49, -0.39, 0.27, 0.37, 0.58, 0.58, 0.47, 0.05, 0.67, 0.28, 0.12, -0.75, -0.26, -0.71, 0.34, -0.78, -0.48, 0.31, 0.29, 0.25, 0.37, 0.14, 0.25, 0.39, 0.42, -0.16, 0.27, 0.20, -0.87, -0.37, -1.00, 0.43, -1.20, -0.75, 0.40, 0.25, 0.28, 0.49, 0.51, 0.29, 0.37, 0.34, 0.15, 0.15, 0.31, -0.23, -0.38, -1.13, 2.69, -1.42, -0.79, 0.32, 0.30, -0.16, 0.44, 0.29, -1.21, 0.35, 0.21, 0.39, 0.31, 0.19, -0.66, -0.42, 0.01, 0.85, -1.47, -0.61, 0.33, 0.25, 0.32, -0.28, 0.29, 0.18, 0.34, 0.41, 0.32, 0.14, 0.22]
}

---

no.,energy (eV)
1,-29231.6596
2,-57807.4352